Below is an isolated ion of composition C4H12N3 and charge +1 at a distorted geometry, with properties calculated with ωB97M-V/def2-TZVPD.

Values from the calculation:
* total charge: +1
* electronic energy: -8806.06048 eV
* LUMO: -3.01 eV
* HOMO: -14.97 eV
* gap between HOMO and LUMO: 11.96 eV
* SMILES: CCCNC(N)=[NH2+]
* molecular weight: 102.16 g/mol

Element x y z (Å)
1 C -2.6490 -0.0390 0.7572
2 C -1.7020 0.2237 -0.4929
3 C -0.5026 -0.6255 -0.7354
4 N 0.4808 -0.4994 0.3959
5 C 1.6774 0.0488 0.1860
6 N 1.9400 0.8814 -0.8752
7 N 2.7467 -0.1258 0.8804
8 H -2.6570 -1.1561 1.0390
9 H -3.7255 0.1653 0.5459
10 H -2.3717 0.6050 1.5620
11 H -2.1628 0.5527 -1.4745
12 H -1.3495 1.1880 -0.2878
13 H -0.9182 -1.6147 -0.6306
14 H 0.1063 -0.4375 -1.6573
15 H 0.3615 -1.1238 1.1078
16 H 1.4862 1.1002 -1.6910
17 H 2.8336 1.2545 -0.9600
18 H 3.0066 -1.0175 1.2418
19 H 3.3990 0.6197 1.0886


Below is a 2-piece molecular cluster, C4H12N3 overall at a distorted geometry, with properties calculated with ωB97M-V/def2-TZVPD.

Values from the calculation:
* total charge: +1
* electronic energy: -8804.54164 eV
* LUMO: -4.06 eV
* HOMO: -14.08 eV
* gap between HOMO and LUMO: 10.03 eV
* molecular weight: 102.16 g/mol

Element x y z (Å)
1 C 0.1084 0.4693 1.8328
2 C 1.5540 0.9026 1.9745
3 C 1.6932 -1.4134 -0.2554
4 C 0.4551 -0.6758 -0.4340
5 N -0.4847 -0.1118 0.9002
6 N -0.2435 -0.5419 -1.5128
7 N -2.8603 0.1688 -1.3090
8 H -0.4767 0.8351 2.5793
9 H 1.9156 0.1435 2.6376
10 H 2.0350 0.9700 0.9217
11 H 1.4881 1.8525 2.4899
12 H 1.7852 -2.0563 -1.0285
13 H 1.6888 -1.9368 0.7777
14 H 2.5092 -0.7430 -0.2102
15 H 0.0550 -1.0373 -2.2799
16 H -1.2293 -0.0909 -1.5490
17 H -3.2195 0.0346 -0.3119
18 H -3.6161 0.7150 -1.8667
19 H -2.9450 -0.8265 -1.7755


Below is a 2-piece molecular cluster, C4H12N3O overall, with properties calculated with ωB97M-V/def2-TZVPD.

Values from the calculation:
* total charge: +1
* electronic energy: -10854.51231 eV
* LUMO: -3.09 eV
* HOMO: -14.17 eV
* gap between HOMO and LUMO: 11.08 eV
* molecular weight: 118.16 g/mol

Element x y z (Å)
1 C 3.2733 -0.8588 -1.9612
2 C 2.5989 0.1683 -1.1076
3 C 1.3289 0.0669 -0.7680
4 N 0.6730 1.0985 0.0694
5 H 2.6087 -1.7016 -2.1417
6 H 3.6190 -0.4301 -2.9079
7 H 4.1522 -1.2385 -1.4473
8 H 3.1842 1.0055 -0.7554
9 H 0.6410 -0.6910 -1.0993
10 H 1.1904 1.9728 0.0303
11 H -0.2872 1.2623 -0.2412
12 H 0.5747 0.7965 1.0477
13 N -1.0054 -0.4538 1.7874
14 C -2.0620 -0.0161 0.9673
15 N -2.0655 -0.5722 -0.2909
16 O -2.7879 0.8823 1.3003
17 H -1.2560 -0.2340 2.7518
18 H -0.7831 -1.4368 1.7102
19 H -2.8749 -0.3142 -0.8304
20 H -1.7609 -1.5242 -0.3982


Below is a 2-piece molecular cluster, C4H12N3O overall, with properties calculated with ωB97M-V/def2-TZVPD.

Values from the calculation:
* total charge: +1
* electronic energy: -10853.31582 eV
* LUMO: -2.82 eV
* HOMO: -12.53 eV
* gap between HOMO and LUMO: 9.72 eV
* molecular weight: 118.16 g/mol

Element x y z (Å)
1 C 0.0137 -1.1965 -1.9081
2 C -1.5574 -1.1712 1.3463
3 C 1.6134 2.3694 0.4149
4 C -0.0592 0.6911 0.9568
5 N 0.7700 -2.0141 -2.6034
6 N -0.8270 0.0048 1.7583
7 N 0.6947 1.6979 1.3045
8 O -1.1718 -1.0501 -2.5808
9 H -1.3208 -1.4016 0.3089
10 H -1.2705 -2.0203 1.9674
11 H -2.6311 -1.0157 1.4574
12 H 2.6388 2.0622 0.6288
13 H 1.3818 2.1225 -0.6178
14 H 1.5426 3.4473 0.5539
15 H 0.0106 0.3238 -0.0797
16 H 1.6915 -2.2737 -2.3008
17 H 0.4275 -2.4059 -3.4784
18 H -0.9016 0.2540 2.7397
19 H -1.7601 -0.4304 -2.1384
20 H 0.7149 2.0067 2.2706


Below is an isolated ion of composition C4H12N3O and charge +1 at a distorted geometry, with properties calculated with ωB97M-V/def2-TZVPD.

Values from the calculation:
* total charge: +1
* electronic energy: -10851.79726 eV
* LUMO: -5.88 eV
* HOMO: -12.67 eV
* gap between HOMO and LUMO: 6.79 eV
* SMILES: NCC/[NH+]=C/[C@H](N)O
* molecular weight: 118.16 g/mol

Element x y z (Å)
1 N -2.3531 -0.5744 -0.1446
2 C -2.0361 0.8278 -0.2317
3 C -1.2652 1.4439 0.9732
4 N 0.0031 0.7296 1.1633
5 C 0.8414 0.5482 0.1998
6 C 1.5623 -0.7005 -0.1093
7 N 2.7390 -0.5521 -0.8312
8 O 0.5635 -1.5410 -0.7103
9 H -3.0197 -0.8536 0.5607
10 H -1.5819 -1.2100 -0.2686
11 H -2.9685 1.3486 -0.4288
12 H -1.4397 0.9112 -1.1426
13 H -1.9000 1.3386 1.8435
14 H -1.1597 2.5022 0.7010
15 H 0.2022 0.6058 2.1533
16 H 0.9719 1.4327 -0.4380
17 H 1.7480 -1.2941 0.7876
18 H 3.5351 -1.1551 -0.7297
19 H 2.8715 0.1946 -1.4913
20 H 0.9826 -2.0710 -1.4123


Below is an isolated ion of composition C4H12N3OS and charge +1 at a distorted geometry, with properties calculated with ωB97M-V/def2-TZVPD.

Values from the calculation:
* total charge: +1
* electronic energy: -21686.22471 eV
* LUMO: -3.11 eV
* HOMO: -13.28 eV
* gap between HOMO and LUMO: 10.17 eV
* molecular weight: 150.23 g/mol

Element x y z (Å)
1 C -2.5433 -0.0805 -0.3710
2 C -1.1339 -1.4573 0.7487
3 C 2.6391 0.6458 0.4475
4 C 1.1784 0.3262 0.7318
5 N -3.1687 0.8347 -1.1517
6 N 2.8127 0.2108 -0.9974
7 N -1.3062 -0.5068 -0.2638
8 O 1.0524 -1.8423 -1.0250
9 S 0.7597 -0.4643 -0.9318
10 H -4.0361 1.0238 -0.6328
11 H -3.1878 -0.8132 0.1860
12 H -1.2367 -2.4960 0.3505
13 H -1.9773 -1.4959 1.5137
14 H -0.2387 -1.5724 1.3175
15 H 2.9876 1.6770 0.6541
16 H 3.3546 -0.0208 0.8938
17 H 0.5213 1.2252 0.4811
18 H 0.7774 -0.0812 1.6303
19 H -2.6656 1.4831 -1.7229
20 H 3.1351 0.9882 -1.5695
21 H 3.3832 -0.6525 -1.0621